Record 1
{
  "formula": "C24H26BF4N6O3STi",
  "method": "wB97M-V/def2-TZVPD",
  "charge": -1,
  "total_energy_ev": -85899.72391,
  "homo_lumo_gap_ev": [6.2, 6.2],
  "relative_energy_kj_mol": 40.4,
  "species": ["Ti", "S", "F", "F", "F", "F", "O", "O", "O", "N", "N", "N", "N", "N", "N", "C", "C", "C", "C", "C", "C", "C", "C", "C", "C", "C", "C", "C", "C", "C", "C", "C", "C", "C", "C", "C", "C", "C", "C", "B", "H", "H", "H", "H", "H", "H", "H", "H", "H", "H", "H", "H", "H", "H", "H", "H", "H", "H", "H", "H", "H", "H", "H", "H", "H", "H"],
  "xyz": [[-0.37950, 1.60479, -0.16157], [-3.83819, 1.27563, -2.55433], [3.11855, 2.19112, -0.14720], [2.48911, 3.90865, -1.53738], [1.26458, 1.92682, -1.51599], [1.12194, 3.30635, 0.23181], [-1.34321, -0.57066, 4.68802], [0.66652, 0.82447, 1.27715], [-1.31325, 0.34557, -1.29532], [-1.63465, 3.18402, -0.48373], [-1.26954, 0.77132, 2.43634], [2.06067, -4.23170, 0.03183], [-1.26028, 0.53694, -2.63843], [0.67705, -2.16096, -0.55950], [-1.63211, 1.41251, 1.27776], [0.22310, -2.71902, 0.71417], [-1.02240, 0.78896, -5.34217], [2.09253, -1.80110, -0.44275], [-2.82468, 2.07879, 1.19176], [0.52627, -3.17580, -1.59912], [-2.83037, 3.04273, 0.21481], [-0.00452, 0.48574, 2.34700], [2.74918, -1.10295, 4.34426], [1.43917, -4.39296, -1.28512], [0.04668, 0.24912, -4.59604], [-2.17893, 1.13554, -4.71769], [-3.72261, 4.97110, -0.92277], [2.04218, -1.61111, 5.43033], [-2.45650, 5.15209, -1.55953], [2.06663, -0.41202, 3.35948], [0.68840, -0.21471, 3.43866], [-0.11752, 0.14000, -3.25363], [1.00214, -4.02468, 1.02683], [-2.38493, 0.97576, -3.30833], [0.67625, -1.42218, 5.53124], [-3.90739, 3.94513, -0.06299], [-0.01537, -0.72167, 4.54347], [2.91593, -3.03982, 0.00239], [-1.47573, 4.24819, -1.31672], [2.09556, 2.88491, -0.72553], [2.56208, -2.15827, 6.20758], [-4.53428, 5.65678, -1.13317], [0.11267, -1.81020, 6.36992], [0.87218, -5.32729, -1.28794], [2.23940, -4.49092, -2.02324], [0.62321, -0.25442, -2.57498], [3.74976, -3.23280, -0.67718], [-3.02085, 1.53279, -5.26497], [0.39225, -1.97208, 1.48925], [0.97502, -0.06111, -5.05096], [1.46129, -3.98151, 2.01704], [0.34631, -4.89863, 1.00312], [0.77446, -2.73116, -2.56670], [2.43301, -1.42898, -1.41369], [-0.92744, 0.91943, -6.41313], [2.17996, -0.97973, 0.27023], [-4.85665, 3.78475, 0.43124], [3.33004, -2.89831, 1.00346], [-2.28104, 5.96978, -2.24342], [-0.85322, -2.89310, 0.65162], [-0.52658, -3.46516, -1.63445], [-1.67157, -0.04330, 3.91612], [2.58693, -0.00179, 2.50286], [-3.62951, 1.90131, 1.88931], [3.81933, -1.24415, 4.26947], [-0.50750, 4.32313, -1.79884]]
}

=====

Record 2
{
  "formula": "C14H38N5O5",
  "method": "wB97M-V/def2-TZVPD",
  "charge": 1,
  "total_energy_ev": -32813.52170,
  "homo_lumo_gap_ev": 6.6,
  "species": ["O", "O", "O", "O", "O", "N", "N", "N", "N", "N", "C", "C", "C", "C", "C", "C", "C", "C", "C", "C", "C", "C", "C", "C", "H", "H", "H", "H", "H", "H", "H", "H", "H", "H", "H", "H", "H", "H", "H", "H", "H", "H", "H", "H", "H", "H", "H", "H", "H", "H", "H", "H", "H", "H", "H", "H", "H", "H", "H", "H", "H", "H"],
  "xyz": [[-2.48208, 2.20414, 4.15888], [7.74116, -0.02339, 0.45041], [2.98894, 4.75625, 0.89281], [-0.10094, -4.98819, 3.02376], [-0.60887, -0.35917, 0.09302], [3.11162, 5.37230, 3.00379], [-2.93107, -0.18156, -4.07035], [8.17069, -0.74833, -1.55392], [-0.23233, -7.15995, 2.56877], [-3.30032, 3.84631, 5.34738], [-2.20848, 2.07444, 6.52513], [6.07891, -1.36660, -0.52448], [-4.02931, -1.80467, -2.53659], [-3.84788, 0.85070, -4.26786], [7.39121, -0.69600, -0.50136], [-4.63095, 0.90795, -5.52587], [-3.45369, -1.53011, -3.93893], [-0.05944, -6.13496, 3.38706], [0.12923, -6.43357, 4.84688], [-2.53667, 2.76718, 5.24379], [-1.93451, -0.10969, -5.14435], [3.31064, 5.62389, 1.70436], [4.14803, 6.78877, 1.33348], [-0.63058, -0.73045, -4.75971], [0.15095, -0.76168, -5.51889], [-4.65580, 0.90736, -3.53837], [-5.42065, 1.65775, -5.47817], [9.10453, -0.37666, -1.65350], [-0.56812, -8.03314, 2.94942], [-4.78671, -2.56655, -2.72090], [7.70198, -1.24012, -2.30127], [1.08862, -5.96722, 5.07087], [-2.68915, -2.29625, -4.06780], [-3.83652, 4.10912, 6.16195], [-0.11563, -0.09017, -4.04348], [-4.56979, -0.92688, -2.18239], [3.62014, 7.73080, 1.18509], [-0.98042, 0.34832, 0.62500], [-1.11365, -0.46362, -0.71685], [4.72289, 6.61078, 0.42467], [5.34828, -0.67575, -0.10374], [-0.33138, -7.00844, 1.57511], [-3.11279, 1.56293, 6.85482], [5.81171, -1.62140, -1.55004], [3.70997, 5.92748, 3.59864], [4.98066, 7.04287, 1.98943], [-1.49300, 0.80573, -5.53824], [-2.41649, -0.56843, -6.00769], [-0.78912, -1.74858, -4.40421], [-4.09994, -1.85715, -4.75349], [-4.03400, 1.11416, -6.41426], [-5.13164, -0.05701, -5.60496], [-1.54594, 1.34901, 6.05299], [5.87839, -2.29540, 0.00959], [2.82464, 4.43874, 3.26113], [-1.83091, 2.65547, 7.36651], [0.06819, -7.47878, 5.15005], [-3.40835, 4.29190, 4.44744], [-0.58506, -5.85670, 5.43434], [-3.34278, 1.81620, -4.24014], [-3.52400, -2.23423, -1.67158], [-0.71241, -1.16978, 0.59682]]
}

=====

Record 3
{
  "formula": "C31H41GeN7S2W",
  "method": "wB97M-V/def2-TZVPD",
  "multiplicity": 4,
  "charge": 3,
  "total_energy_ev": -123231.20026,
  "homo_lumo_gap_ev": [6.6, 5.2],
  "relative_energy_kj_mol": 0.0,
  "species": ["W", "Ge", "S", "S", "N", "N", "N", "N", "N", "N", "N", "C", "C", "C", "C", "C", "C", "C", "C", "C", "C", "C", "C", "C", "C", "C", "C", "C", "C", "C", "C", "C", "C", "C", "C", "C", "C", "C", "C", "C", "C", "C", "H", "H", "H", "H", "H", "H", "H", "H", "H", "H", "H", "H", "H", "H", "H", "H", "H", "H", "H", "H", "H", "H", "H", "H", "H", "H", "H", "H", "H", "H", "H", "H", "H", "H", "H", "H", "H", "H", "H", "H", "H"],
  "xyz": [[0.24453, 1.36113, -0.31723], [-0.38401, -1.12992, -0.74199], [-1.75492, 2.78547, 0.17816], [-4.49777, 2.42441, -1.12004], [-0.56223, 0.71076, 1.81633], [-2.30103, 1.59936, -2.13843], [2.22799, 0.65005, 0.60450], [-0.92002, 1.47182, -2.06951], [1.06862, 3.53890, -1.16301], [1.11436, 2.92264, 1.66564], [1.65423, 0.91847, -2.13914], [-1.26978, -4.24888, 0.21484], [-2.03273, -1.88048, 0.14467], [-2.78908, 2.22341, -1.12029], [-4.81398, 3.51332, 0.28693], [-4.47501, -2.74910, 1.30645], [-3.44811, -3.66619, 1.08987], [3.59829, 0.28795, -3.41063], [1.00709, 1.05012, -3.31713], [2.37423, 2.40209, 2.25117], [2.31166, -3.20806, 1.82799], [-0.39329, 1.36119, -3.22995], [3.26066, -3.29229, -0.37961], [-3.63686, -5.02090, 1.44238], [1.60023, 0.84042, -4.54957], [-2.65095, -5.98325, 1.18078], [2.92537, 0.45602, -4.60855], [1.11836, -2.19481, -0.03736], [1.97167, 4.25048, -0.22441], [-4.31073, -1.41149, 0.92394], [2.93716, 0.52263, -2.22212], [-3.11679, -1.00252, 0.36282], [3.34221, -3.58899, 0.97391], [-0.66723, -1.71327, -2.58677], [2.51600, 0.91237, 2.03231], [0.07185, 2.95236, 2.70715], [1.21294, -2.51864, 1.32328], [-1.48132, -5.59714, 0.56831], [1.32994, 4.29073, 1.13917], [-2.22646, -3.24851, 0.48291], [2.15801, -2.59894, -0.87984], [-0.35064, 1.54024, 3.05298], [1.84758, 0.31460, 2.63757], [-0.85064, -2.78785, -2.58650], [3.53087, 0.60091, 2.27197], [0.39818, -2.27510, 2.00431], [2.17079, 5.26989, -0.55212], [0.43160, 3.46692, 3.60195], [-5.12272, -0.70770, 1.05993], [-1.26927, 1.57215, 3.63505], [-4.07487, 4.30818, 0.33946], [1.51911, 3.47688, -2.06921], [1.00396, 0.97534, -5.44440], [-0.36757, -0.26107, 2.03036], [2.92900, 3.72778, -0.20752], [2.94423, 1.15262, 0.09577], [-1.54731, -1.22121, -3.00730], [0.19035, -1.51668, -3.23125], [-1.54940, 0.74250, 1.60109], [4.19732, -4.12918, 1.36190], [-2.81416, -7.01882, 1.45102], [-5.78649, 3.95759, 0.08362], [3.49200, 0.36681, -1.31463], [0.39389, 1.05265, 3.67326], [2.10496, -2.39070, -1.94551], [0.24313, 4.11229, -1.30549], [3.41931, 0.27947, -5.55641], [-0.77826, 3.51716, 2.34046], [-1.03328, 1.43771, -4.10033], [2.36221, -0.34155, 0.40571], [-0.35114, -3.98280, -0.29378], [-0.71623, -6.33267, 0.35063], [2.35909, -3.46368, 2.88047], [2.43430, 2.64355, 3.31476], [-4.85677, 2.95626, 1.21948], [4.04753, -3.61614, -1.05073], [-3.03328, 0.03080, 0.04531], [-5.40830, -3.08350, 1.74741], [1.93258, 4.88707, 1.82855], [-4.56424, -5.31255, 1.92489], [3.21546, 2.90050, 1.76835], [0.35840, 4.77870, 1.05505], [4.63564, -0.02013, -3.38405]]
}

=====

Record 4
{
  "formula": "C5H23N2O5",
  "method": "wB97M-V/def2-TZVPD",
  "charge": 1,
  "total_energy_ev": -18769.36614,
  "homo_lumo_gap_ev": 9.1,
  "relative_energy_kj_mol": 173.1,
  "species": ["O", "O", "O", "O", "O", "N", "N", "C", "C", "C", "C", "C", "H", "H", "H", "H", "H", "H", "H", "H", "H", "H", "H", "H", "H", "H", "H", "H", "H", "H", "H", "H", "H", "H", "H"],
  "xyz": [[1.13050, 2.43064, 1.17755], [-0.25525, 0.99349, 3.06857], [4.18518, -0.60475, 0.27441], [-1.89979, 3.02683, 1.03209], [-3.52797, 0.86947, 1.53450], [-1.17938, 0.12378, 0.16094], [0.68076, -1.56671, 1.83175], [-0.53959, -1.25959, -1.82205], [-0.38705, -1.05918, -0.34254], [0.42636, -1.27920, -4.11084], [0.41552, -1.69860, 0.49636], [0.77943, -1.23232, -2.60712], [-3.64268, 1.66841, 1.03729], [0.10194, -0.88629, 2.29612], [-0.84198, 0.37263, 1.09541], [-2.19652, 0.02104, 0.18835], [1.16109, -1.06089, -4.87254], [1.41777, -0.40144, -2.28771], [0.65986, 1.13652, 3.30337], [1.27804, 2.78803, 2.05424], [-0.33115, -0.50322, -4.23919], [0.02027, -2.28000, -4.24986], [-2.38880, 3.78215, 1.36596], [4.47108, -1.12151, -0.49142], [1.04463, -2.49053, 0.09772], [3.24868, -0.58692, 0.02779], [1.41899, -2.07524, -2.32221], [1.95589, 1.97704, 0.98599], [1.12670, -2.24075, 2.42071], [-0.97394, 0.88190, -0.48917], [-3.31683, 0.99769, 2.44955], [-0.72383, 0.85723, 3.90075], [-0.97597, 3.05013, 1.28782], [-1.18106, -2.13701, -1.95523], [-1.16090, -0.49280, -2.29735]]
}

=====

Copy entry 4 word for word.
{
  "formula": "C5H23N2O5",
  "method": "wB97M-V/def2-TZVPD",
  "charge": 1,
  "total_energy_ev": -18769.36614,
  "homo_lumo_gap_ev": 9.1,
  "relative_energy_kj_mol": 173.1,
  "species": ["O", "O", "O", "O", "O", "N", "N", "C", "C", "C", "C", "C", "H", "H", "H", "H", "H", "H", "H", "H", "H", "H", "H", "H", "H", "H", "H", "H", "H", "H", "H", "H", "H", "H", "H"],
  "xyz": [[1.13050, 2.43064, 1.17755], [-0.25525, 0.99349, 3.06857], [4.18518, -0.60475, 0.27441], [-1.89979, 3.02683, 1.03209], [-3.52797, 0.86947, 1.53450], [-1.17938, 0.12378, 0.16094], [0.68076, -1.56671, 1.83175], [-0.53959, -1.25959, -1.82205], [-0.38705, -1.05918, -0.34254], [0.42636, -1.27920, -4.11084], [0.41552, -1.69860, 0.49636], [0.77943, -1.23232, -2.60712], [-3.64268, 1.66841, 1.03729], [0.10194, -0.88629, 2.29612], [-0.84198, 0.37263, 1.09541], [-2.19652, 0.02104, 0.18835], [1.16109, -1.06089, -4.87254], [1.41777, -0.40144, -2.28771], [0.65986, 1.13652, 3.30337], [1.27804, 2.78803, 2.05424], [-0.33115, -0.50322, -4.23919], [0.02027, -2.28000, -4.24986], [-2.38880, 3.78215, 1.36596], [4.47108, -1.12151, -0.49142], [1.04463, -2.49053, 0.09772], [3.24868, -0.58692, 0.02779], [1.41899, -2.07524, -2.32221], [1.95589, 1.97704, 0.98599], [1.12670, -2.24075, 2.42071], [-0.97394, 0.88190, -0.48917], [-3.31683, 0.99769, 2.44955], [-0.72383, 0.85723, 3.90075], [-0.97597, 3.05013, 1.28782], [-1.18106, -2.13701, -1.95523], [-1.16090, -0.49280, -2.29735]]
}